# 1
82
Properties=species:S:1:pos:R:3:mulliken_charge:R:1 method="wB97M-V/def2-TZVPD" homo_energy_ha=-0.3453 orbital_gap_ev=9.457 total_energy_ev=-272140.4305 molar_mass_g_mol=859.28
F -4.28770 -2.17132 2.57039 -0.355
C -3.42755 -1.22171 2.88272 0.143
C -2.25138 -1.49931 3.56457 -0.060
C -1.40202 -0.45614 3.93227 -0.729
C -1.69515 0.83177 3.51702 -0.219
C -2.87710 1.10553 2.89743 -0.067
C -3.78756 0.07661 2.53000 -0.636
H -2.07860 -2.45589 4.03934 0.517
H -0.47175 -0.62351 4.50218 0.357
H -1.00093 1.62805 3.76012 0.309
H -3.05862 2.10319 2.54123 0.266
H -4.66527 0.24574 1.93558 0.434
C 5.23958 3.33395 0.71795 -1.592
C 4.07512 3.90468 -0.03867 1.226
C 4.11597 5.45381 -0.08966 -0.422
O 4.88197 5.70575 -1.28349 -0.371
C 4.76002 4.65977 -2.06544 0.481
O 5.11857 4.63757 -3.22546 -0.621
O 4.21461 3.59357 -1.43120 -0.212
H 5.46333 2.26609 0.48433 0.343
H 5.07983 3.35192 1.80155 0.345
H 6.20122 3.77069 0.43790 0.395
H 3.17282 3.39881 0.31802 -0.260
H 4.52743 5.90868 0.80608 0.346
H 3.12331 5.75346 -0.28223 0.312
C -3.65773 -2.83957 -1.43071 -1.147
C -3.45495 -4.07356 -2.23601 0.369
C -2.34000 -4.08058 -3.30768 -0.358
O -1.80983 -5.36064 -3.18305 -0.361
C -2.25666 -5.93170 -2.02777 0.610
O -1.95712 -7.01721 -1.68811 -0.526
O -3.13265 -5.12303 -1.40317 -0.207
H -4.60077 -2.87273 -0.91517 0.409
H -3.70715 -2.06157 -2.17238 0.443
H -2.80782 -2.65872 -0.78604 -0.025
H -4.43649 -4.35851 -2.63277 0.199
H -1.59457 -3.37833 -2.96717 0.258
H -2.68093 -3.86274 -4.28163 0.328
C 3.56542 0.71101 -5.40632 -1.423
C 3.46519 1.72047 -4.26069 0.398
C 2.62674 2.93768 -4.61312 -0.577
O 1.63542 3.03060 -3.55982 -0.392
C 1.69825 1.93572 -2.84693 0.843
O 0.88034 1.56687 -2.01564 -0.612
O 2.78235 1.16426 -3.12935 -0.308
H 4.10703 -0.14282 -5.15195 0.396
H 4.07752 1.26844 -6.23119 0.355
H 2.52482 0.49561 -5.64645 0.338
H 4.35753 2.08426 -3.81998 0.403
H 2.06067 2.89769 -5.55734 0.321
H 3.25074 3.82783 -4.51458 0.263
C -0.91154 3.65466 0.23811 -1.391
C -0.30627 4.84273 1.04937 0.319
C -0.60853 4.74032 2.62442 -0.057
O 0.66710 4.39094 3.16768 -0.406
C 1.65825 4.58251 2.30265 0.643
O 2.81576 4.48296 2.56542 -0.514
O 1.16782 4.82173 1.04412 -0.269
H -0.80157 3.76844 -0.81759 0.412
H -1.99154 3.87211 0.36754 0.394
H -0.59684 2.71733 0.50863 0.300
H -0.53044 5.77441 0.63750 0.409
H -1.30917 3.96430 2.91549 -0.123
H -0.98712 5.58144 3.17228 0.258
C -1.66714 -4.77142 1.41792 -1.105
C -2.75495 -5.73109 1.94700 0.591
C -2.20273 -7.11158 2.36613 -0.451
O -2.81239 -7.34300 3.69990 -0.359
C -3.18895 -6.15178 4.20875 0.589
O -3.47351 -5.90209 5.36847 -0.581
O -3.12395 -5.16282 3.27154 -0.236
H -1.18663 -5.34667 0.61919 0.338
H -0.95016 -4.58649 2.19590 0.603
H -2.12177 -3.79211 1.11689 -0.288
H -3.61308 -5.83654 1.28849 0.281
H -1.14778 -7.02102 2.49445 0.336
H -2.50163 -8.04255 1.78181 0.243
C 0.98775 -0.66581 -0.26178 -0.215
Br 2.07257 0.45537 0.94561 -0.048
Br -0.84590 -0.70681 0.39754 0.235
Br 1.66107 -2.49872 -0.39521 -0.075
H 1.03778 -0.15920 -1.27570 0.235

# 2
99
Properties=species:S:1:pos:R:3:mulliken_charge:R:1 method="wB97M-V/def2-TZVPD" homo_energy_ha=-0.3583 orbital_gap_ev=8.843 total_energy_ev=-709203.3574 molar_mass_g_mol=1493.77
C -3.60089 4.87625 -1.43091 -0.758
N -3.37061 3.39834 -1.55396 0.933
O -3.48423 2.87753 -2.60190 -0.565
O -3.05609 2.80849 -0.53880 -0.396
H -3.09936 5.37131 -2.26499 0.343
H -3.03320 5.15647 -0.55873 0.186
H -4.64829 5.12653 -1.42597 0.297
C 0.44639 -0.59375 5.56539 -0.800
N 0.68473 -0.92331 4.08562 0.692
O 1.71043 -1.53930 3.79485 -0.523
O -0.18253 -0.59806 3.27460 -0.193
H -0.03751 0.37732 5.57758 0.242
H 1.44768 -0.43201 5.96357 0.334
H -0.10726 -1.38862 6.03443 0.298
C -3.96455 -2.72179 -4.01228 -0.681
N -4.67911 -1.64765 -4.72977 0.968
O -4.09200 -0.61458 -4.87440 -0.534
O -5.76157 -1.91485 -5.21162 -0.565
H -2.92864 -2.46989 -3.87999 0.194
H -4.12039 -3.63034 -4.57650 0.342
H -4.47049 -2.78453 -3.05110 0.278
C -0.40606 -5.18500 2.96982 -0.761
N -0.34518 -4.86347 4.43137 1.013
O -1.37737 -4.77506 4.98195 -0.526
O 0.76111 -4.69384 4.96363 -0.589
H -0.43372 -6.27233 2.91883 0.384
H 0.50122 -4.87962 2.47898 0.365
H -1.30080 -4.74881 2.54748 0.072
C -0.65891 1.24231 -4.66655 -0.618
N 0.79953 1.33979 -4.62913 1.152
O 1.25744 2.40762 -4.83941 -0.619
O 1.41418 0.34943 -4.45736 -0.559
H -0.98949 1.02904 -3.65870 0.044
H -0.92178 0.44759 -5.35510 0.309
H -1.05004 2.18414 -5.02223 0.326
C 4.30992 2.33120 -4.17411 -0.756
N 3.90031 2.77349 -2.79915 1.019
O 3.82448 1.98836 -1.89876 -0.504
O 3.69185 3.92310 -2.67849 -0.580
H 4.03353 1.28750 -4.22691 0.246
H 5.37934 2.48147 -4.23350 0.308
H 3.71575 2.94976 -4.82009 0.278
C -2.14136 4.11155 4.81103 -0.670
C -1.98538 3.14308 3.82124 -0.774
C -1.47281 3.49574 2.59123 0.049
C -1.05735 4.80662 2.38614 -0.017
C -1.14371 5.75637 3.38517 -0.588
C -1.70183 5.42849 4.58525 -0.498
N -0.49674 5.20444 1.12802 0.927
O -0.45114 6.38718 0.90928 -0.633
O -0.12123 4.34362 0.36847 -0.437
H -2.65247 3.98114 5.76084 0.407
H -2.37987 2.13460 3.87618 0.583
H -1.41367 2.84978 1.71728 0.671
H -0.77290 6.75696 3.19633 0.478
H -1.81530 6.18301 5.34817 0.416
C 1.00864 1.13701 -0.48875 -1.400
C -0.29039 1.41455 -0.82519 -0.550
C -1.27011 0.45008 -0.77231 -0.548
C -0.92556 -0.78676 -0.32797 -0.242
C 0.35986 -1.11168 -0.02382 -0.396
C 1.31373 -0.12766 -0.06788 -0.980
N -1.92852 -1.84332 -0.21818 0.944
O -1.84432 -2.59281 0.77615 -0.615
O -2.83555 -1.87764 -1.09182 -0.438
H 1.77125 1.89641 -0.41168 1.272
H -0.59990 2.40934 -1.11261 0.715
H -2.26465 0.65520 -1.12854 0.853
H 0.70887 -2.09540 0.23903 0.765
H 2.33456 -0.36844 0.21103 0.477
C 2.23553 -3.17753 -2.69348 -0.323
C 2.81009 -3.78159 -1.60103 -0.559
C 2.05100 -4.64937 -0.85759 -0.537
C 0.76230 -4.95268 -1.22462 -0.017
C 0.20245 -4.38066 -2.33450 -0.306
C 0.92128 -3.46437 -3.06613 -0.401
N -0.00718 -5.96675 -0.54601 1.096
O 0.45054 -6.40187 0.50295 -0.644
O -1.07399 -6.26271 -1.02364 -0.614
H 2.74939 -2.41116 -3.26575 0.414
H 3.79694 -3.52090 -1.28415 0.457
H 2.55616 -5.28132 -0.13038 0.455
H -0.81389 -4.57434 -2.64775 0.527
H 0.38191 -2.81323 -3.73033 0.441
C 2.85524 4.04616 2.97371 -0.400
Br 4.72278 3.63161 2.71604 -0.047
Br 2.55588 4.55378 4.81748 -0.076
Br 1.78725 2.50235 2.53665 0.137
H 2.57232 4.87115 2.34585 0.392
C 6.92269 -1.46528 -0.87041 -0.391
Br 5.05738 -1.19054 -0.55033 0.229
Br 7.21793 -2.90700 -2.10830 -0.049
Br 7.95478 -1.61352 0.75680 -0.028
H 7.30489 -0.57294 -1.32601 0.349
C -3.41874 -2.42028 2.42797 0.883
Br -4.48648 -1.56922 1.08439 -0.068
Br -4.12034 -4.14372 2.90056 -0.044
Br -3.23856 -1.33771 4.03152 -0.103
H -2.39953 -2.53804 2.10672 -0.638